A molecular structure, C40H29Br2NO8P2, computed with wB97M-V/def2-TZVPD.

```
82
C40H29Br2NO8P2 wB97M-V/def2-TZVPD
H -5.00 -1.03 9.04
O -1.03 0.72 6.87
O -1.42 4.21 -0.68
O 3.44 1.41 3.27
H -6.93 -0.48 7.58
C 1.48 0.80 -5.83
N 3.10 2.88 1.37
H -1.16 1.65 -3.11
C 5.33 -1.95 -7.36
C -1.97 0.92 6.11
C -2.37 -3.39 -1.77
H 6.18 -3.28 -5.90
C -1.31 2.70 2.29
H -1.14 3.14 1.30
H 0.77 2.75 2.84
C -2.83 1.80 3.94
O 3.67 -1.59 2.93
C 1.53 0.16 -4.58
O 2.66 -1.34 -3.18
C -2.61 2.37 2.68
C 0.98 1.89 0.40
C 0.57 0.47 -3.61
C -0.27 1.48 -0.58
H -3.44 2.55 2.00
H -0.04 -2.85 -1.83
C -4.21 1.46 4.36
H -1.73 -0.33 -1.26
C 2.58 -0.83 -4.29
C 1.14 -0.85 1.41
C -4.84 -0.51 8.10
P 2.04 -2.09 2.53
C -0.42 1.42 -3.87
C -0.82 -2.76 0.41
Br -2.93 2.10 -2.60
H -0.42 -3.51 1.21
H 3.46 -4.09 1.72
H -1.00 5.06 -1.02
H 4.09 -1.25 2.06
C -0.45 2.07 -5.10
H -2.71 -0.38 8.36
O 1.49 4.54 0.24
H 1.67 -4.60 2.10
H 3.01 3.56 2.18
C -0.46 1.91 4.40
C -5.72 0.45 6.06
C 3.47 -0.59 -6.61
H 6.01 -2.25 -8.15
H 4.60 -2.62 -4.11
C 2.77 1.57 2.12
C -0.82 -0.08 -0.52
C -4.42 0.81 5.67
H 0.39 1.73 5.07
C -0.82 -3.40 -1.14
C 0.50 1.76 -6.08
H -2.59 -2.43 -2.40
C -3.55 -0.14 7.71
O -5.16 1.71 3.63
P -0.97 2.85 -1.73
H -3.19 -3.48 -0.93
O 2.42 1.01 -7.97
C -5.93 -0.20 7.27
C 3.54 -1.19 -5.35
H 2.08 -3.63 0.43
H 4.30 -0.52 -8.61
H -6.57 0.69 5.42
C -0.24 2.48 3.15
H 0.60 -0.03 -2.64
H -2.52 -4.35 -2.46
C -3.34 0.52 6.50
C 4.36 -0.98 -7.62
C 2.45 0.45 -6.88
C -1.76 1.56 4.80
C -0.15 -1.26 0.46
C 1.80 3.29 0.63
H 0.46 2.27 -7.04
Br -0.37 -5.36 -0.89
C 5.42 -2.53 -6.10
H -1.22 2.81 -5.31
C 2.33 -3.76 1.57
C 4.53 -2.16 -5.09
H -1.98 -2.60 0.66
C 1.62 0.72 1.35
```

Calculated values
Total energy, a.u.: -8028.7015
LUMO energy, eV: -1.989
Frontier orbital gap, eV: 6.6
Spin multiplicity: 1
Energy relative to the best compared isomer or geometry (same formula, charge and spin), kcal per mole: 337.1

---

A molecular structure, C38H39BCuN10OPS, computed with wB97M-V/def2-TZVPD.

```
92
C38H39BCuN10OPS wB97M-V/def2-TZVPD
C -0.69 4.83 2.00
H -1.10 -3.63 2.40
N 0.45 -3.75 -0.70
H -5.48 -2.42 3.58
N -2.93 -3.40 3.37
H -2.81 -3.46 0.59
H 1.58 -3.32 2.21
C 0.44 3.18 -3.15
H 1.28 0.61 1.76
H -1.90 -4.97 0.52
H 1.40 0.14 4.23
C 0.03 3.84 1.34
H 0.12 2.85 1.76
C -2.62 -4.40 1.11
H -2.22 -1.44 1.38
H -3.55 -4.96 1.15
C 3.79 4.34 0.12
C 1.27 -3.74 1.27
H 3.29 -1.08 -4.46
B -0.13 -3.18 -2.01
N 0.82 -2.15 -2.63
C 1.73 -2.38 -3.60
C -2.61 -2.23 3.97
H -6.28 -3.99 3.65
H 5.99 1.26 0.84
H 3.76 3.50 -2.56
H -1.15 4.61 2.95
C 1.96 -0.35 -2.83
H -4.05 -5.12 3.55
C -3.07 -1.18 -1.17
H 0.90 5.57 -1.44
N -1.52 -2.53 -1.79
C 0.44 3.40 -4.52
H -2.68 -4.07 -2.61
C -0.45 -0.98 4.21
N 0.97 -0.90 -2.15
H -5.40 -3.50 2.19
C -4.13 -4.08 3.85
C 1.63 3.22 -2.42
H 0.68 -5.79 -1.20
H -3.49 -0.28 -0.75
C 4.07 1.96 0.20
C 0.52 0.04 2.28
C 0.47 5.36 -0.47
C 0.57 -0.23 3.64
N -3.28 1.84 -3.22
H -1.82 -5.11 2.98
C 5.89 3.40 0.82
H 6.91 3.54 1.16
C 2.49 -1.24 -3.76
H 2.25 0.67 -2.60
C 1.63 3.65 -5.18
H 1.76 -3.34 -4.09
C 0.62 4.10 0.10
C 5.38 2.13 0.64
Cu -0.28 0.11 -0.77
C 3.27 3.06 -0.06
C 0.82 -5.02 -0.46
C -0.83 6.08 1.42
H -1.41 6.85 1.93
O -3.23 -1.79 4.93
H 3.76 3.89 -4.98
H -0.38 7.32 -0.27
H -0.49 2.96 -2.64
C 5.09 4.51 0.56
C -1.44 -1.11 2.04
C -1.46 -1.45 3.39
C -0.26 6.35 0.19
H -0.50 3.35 -5.06
C -2.68 -3.11 -2.13
H 5.49 5.51 0.70
H -4.77 -2.43 -1.87
H -0.47 -1.20 5.27
C -2.04 -4.16 2.49
C 1.36 -5.07 0.81
H 1.76 -5.93 1.33
H 1.64 3.81 -6.25
H 3.64 0.97 0.07
C 2.82 3.70 -4.47
C -2.76 1.87 -2.19
C -5.40 -3.46 3.28
H -0.27 -4.10 -2.78
P 1.56 2.73 -0.66
S -2.01 1.93 -0.69
C -3.71 -2.28 -1.74
H 3.16 5.21 -0.07
N -0.47 -0.38 1.50
N 0.72 -2.96 0.35
N 1.17 1.29 -0.33
C 2.82 3.48 -3.10
N -1.75 -1.33 -1.21
H -4.15 -4.03 4.94
```

Calculated values
Total energy, a.u.: -4499.3316
LUMO energy (spin up / spin down), eV: 2.587 / 2.587
Frontier orbital gap (spin up / spin down), eV: 7.4 / 7.6
Spin multiplicity: 2
⟨S²⟩: 0.75
Energy relative to the best compared isomer or geometry (same formula, charge and spin), kcal per mole: 0.0
Net charge: -1

---

2 unconnected molecules or ions with the total composition C3H10NOS2, computed with wB97M-V/def2-TZVPD.

```
17
C3H10NOS2 wB97M-V/def2-TZVPD
H 1.69 2.51 -1.16
C 1.14 2.04 -0.35
H 0.83 1.03 -0.60
S 1.30 0.41 2.13
H 0.90 -1.05 0.28
N -2.69 -1.46 -0.78
S 2.24 1.90 1.10
H 0.25 2.60 -0.07
O -0.56 -0.38 -1.02
H -1.77 -0.23 0.63
H -2.86 -1.42 -1.78
C -1.78 -0.30 -0.48
H 1.48 -1.90 1.77
C 1.62 -1.05 1.11
H -2.36 0.60 -0.82
H 2.65 -1.04 0.75
H -2.07 -2.26 -0.68
```

Calculated values
Total energy, a.u.: -1046.6769
LUMO energy, eV: 3.246
Frontier orbital gap, eV: 6.3
Spin multiplicity: 1
Energy relative to the best compared isomer or geometry (same formula, charge and spin), kcal per mole: 36.8
Net charge: -1

---

A molecular structure, C22H28BiNSSb2, computed with wB97M-V/def2-TZVPD.

```
55
C22H28BiNSSb2 wB97M-V/def2-TZVPD
H 0.44 0.41 5.47
Sb -0.32 -0.06 2.91
H -0.85 -3.63 0.21
N 2.17 1.59 -1.79
H -3.75 -0.58 0.14
C -2.93 -1.46 2.65
C 0.59 4.20 -3.88
H -3.21 -4.13 0.49
H 0.12 -3.44 -1.33
H -2.90 0.44 3.64
C -1.35 -1.26 -2.93
H 3.77 4.62 -4.90
H 5.16 2.77 -3.96
H -0.87 -0.37 -3.33
Bi 0.32 1.42 -0.12
C -3.13 -3.61 1.44
C 3.31 0.88 -1.83
C -3.11 -2.18 1.42
H 5.40 0.84 -2.34
C 4.35 2.47 -3.31
H -2.79 0.59 1.88
H -0.63 2.72 2.47
H -0.57 -1.11 5.42
H -0.38 4.66 -4.04
H -2.71 -4.12 4.82
H 0.74 -2.74 0.28
C 0.28 -0.56 4.99
H -3.68 -2.15 -0.65
H 1.55 5.56 -5.27
H 1.02 2.33 3.02
C -2.85 -2.20 3.86
C 2.93 4.20 -4.36
C 1.67 4.73 -4.56
C -2.96 -4.29 2.64
H -2.98 -5.39 2.61
C -0.03 2.09 3.15
H 3.21 -0.34 -0.09
C 1.99 2.60 -2.68
H -0.72 -2.15 -3.24
C -3.20 -1.52 0.09
H -2.84 -1.62 4.78
C 3.42 -0.45 -1.14
C -2.82 -3.58 3.86
H 1.18 -1.20 5.02
Sb -1.20 -1.08 -0.76
C -0.13 -2.98 -0.35
S -0.85 2.54 -2.35
H 2.69 -1.16 -1.58
H 4.43 -0.90 -1.29
C 4.45 1.39 -2.48
C 3.10 3.12 -3.44
C 0.69 3.14 -2.95
H -0.27 2.38 4.21
H -2.41 -1.35 -3.25
C -2.56 -0.07 2.74
```

Calculated values
Total energy, a.u.: -2002.5422
LUMO energy (spin up / spin down), eV: -7.991 / -7.991
Frontier orbital gap (spin up / spin down), eV: 5.4 / 5.4
Spin multiplicity: 1
Net charge: +2